1.
{"formula": "C5H7NO", "method": "ωB97M-V/def2-TZVPD", "elements": ["C", "C", "C", "C", "O", "N", "C", "H", "H", "H", "H", "H", "H", "H"], "positions_angstrom": [[-1.523, -0.245, 0.113], [-0.852, -1.178, 0.757], [0.682, -0.965, 1.087], [1.529, -0.338, -0.045], [0.788, 0.390, -1.083], [0.077, 1.487, -0.777], [-1.039, 1.103, -0.323], [-2.619, -0.408, 0.232], [-1.385, -1.984, 1.289], [0.739, -0.350, 2.074], [1.060, -2.050, 1.311], [2.285, 0.321, 0.403], [2.082, -1.125, -0.688], [-1.784, 1.807, -0.047]], "atomic_forces_ev_per_a": [[-1.4, 0.2, 0.1], [2.6, 0.5, 1.0], [-1.1, -1.9, 1.0], [0.3, -0.2, -1.2], [2.8, -2.9, -0.6], [-1.1, 0.9, 1.0], [-1.4, -1.0, 1.2], [0.7, 0.6, -0.8], [0.4, 0.3, -0.5], [0.0, -1.0, -1.7], [-0.2, 2.1, -0.2], [-0.2, -0.1, -0.2], [-1.0, 1.2, 1.2], [-0.3, 1.3, -0.2]], "nbo_charge": [-0.29, -0.12, -0.50, -0.08, -0.42, -0.10, 0.04, 0.22, 0.21, 0.23, 0.23, 0.19, 0.21, 0.18], "spin_multiplicity": 1, "smiles": "C1=CCCON=C1", "homo_lumo_gap_ev": 10.12}

2.
{"formula": "C4H4Cl2Si", "method": "ωB97M-V/def2-TZVPD", "elements": ["C", "C", "C", "C", "Si", "Cl", "Cl", "H", "H", "H", "H"], "positions_angstrom": [[-1.533, 0.050, -0.554], [-1.229, 0.141, 0.829], [0.110, -0.156, -1.593], [0.100, 0.048, 1.237], [1.313, -0.153, -0.223], [2.622, -1.696, 0.369], [2.742, 1.459, -0.130], [-2.286, -0.168, -1.188], [-2.059, 0.429, 1.530], [-0.098, 0.278, -2.548], [0.318, -0.231, 2.273]], "atomic_forces_ev_per_a": [[7.6, -0.2, 0.0], [-0.6, 0.8, -0.5], [-3.8, 0.5, 3.1], [-0.4, -0.8, -0.7], [0.7, 0.8, 1.8], [-0.8, 0.2, -0.7], [-1.1, -0.8, -0.4], [-2.8, -0.2, -1.3], [0.8, -0.8, -0.5], [0.4, -0.1, -0.5], [0.1, 0.6, -0.3]], "nbo_charge": [-0.08, -0.29, -0.63, -0.57, 1.45, -0.36, -0.39, 0.19, 0.23, 0.21, 0.23], "spin_multiplicity": 1, "homo_lumo_gap_ev": [8.66, 7.17]}

| no. | energy (hartree) |
| --- | --- |
| 1 | -324.5821 |
| 2 | -1364.6168 |